(1)
Formula: C46H102BN2NaO18
Source: OMol25
Level of theory: wB97M-V/def2-TZVPD

Structure (XYZ):
```
170
Properties=species:S:1:pos:R:3
H -7.639 -6.729 -4.586
H 4.255 4.705 6.438
H 9.749 -5.707 5.350
H -4.088 9.481 7.190
O -0.164 0.706 -0.569
C 7.567 -5.473 5.119
H -7.684 -10.077 3.810
C -4.238 7.828 8.124
C -7.818 8.794 -0.799
C -5.456 1.972 -5.164
H 2.459 -7.061 -7.514
H -7.104 6.797 -0.310
H -5.937 -6.668 -5.033
H -5.299 2.823 -4.502
H 6.669 -5.717 5.686
H -7.303 0.440 -6.800
H 8.105 -5.760 -2.764
H -8.823 7.066 -0.113
H 6.796 8.088 5.468
H -7.132 -4.485 -3.401
H -9.883 9.116 -0.915
C -5.076 -10.146 3.783
C 0.609 10.315 -3.826
H -0.227 10.034 -4.468
C 0.270 -9.027 -5.637
H -4.439 1.695 -5.442
H -1.438 -5.310 -6.780
C 1.179 -7.936 -5.151
H -3.964 8.436 8.987
H 1.350 -7.960 -4.074
O 0.836 -0.680 1.140
C 1.801 -6.226 -7.755
C 1.586 11.091 -1.567
C 1.421 -9.550 -7.755
H -5.712 0.606 -7.352
H 2.165 -8.085 -5.590
H -7.013 1.515 -8.223
H 8.606 -3.730 4.407
H 2.284 -5.278 -7.521
H -5.981 1.185 -4.622
H -4.767 -7.769 3.334
Na -3.254 9.151 2.416
H -9.066 9.029 -2.564
H -8.008 6.909 -1.738
H 8.565 -3.369 -3.149
O -0.962 0.913 1.609
H 6.301 3.492 3.575
H 8.754 6.870 6.176
H -5.133 -10.311 2.707
H 1.248 9.432 -3.821
N -0.320 -7.634 -7.579
C 6.150 5.917 7.989
B -0.432 -0.091 0.715
C 8.839 -6.208 5.683
O -0.273 2.973 -1.008
O -0.642 -7.527 -8.943
C 7.808 -3.631 -2.410
O 8.369 -3.527 -1.124
H -0.312 -6.353 -4.990
O -0.467 9.971 -1.759
H 1.347 -10.557 -8.166
O -1.130 -3.479 0.421
O -3.759 8.589 7.053
C -0.991 2.094 1.090
H 2.264 -9.652 -7.071
H -6.864 -6.914 -1.076
C 4.736 6.523 4.543
C -0.457 1.991 -0.278
H 1.618 -6.133 -8.825
C -0.484 -5.254 -7.303
H -0.119 9.107 -1.993
H -5.469 -4.431 -3.241
H 4.107 7.138 6.503
H -8.064 -8.576 4.458
C -5.872 -9.021 4.292
H 7.932 -4.192 -0.588
H -3.972 5.798 7.441
H 6.425 4.909 8.298
H 3.575 4.167 5.009
H 0.232 -7.465 -9.336
C 5.916 4.498 3.408
H -8.109 3.027 -6.616
H 1.577 -8.963 -8.659
H 0.007 -4.351 -6.939
C 7.780 -3.952 5.081
H -8.591 9.690 0.673
H 8.783 5.697 7.368
H -0.761 -5.136 -8.351
O 7.410 -5.958 3.796
H -5.404 -11.122 4.141
H 5.068 5.902 8.115
H -0.923 -10.926 -7.173
O -7.481 2.917 -5.899
H -6.543 -8.069 -4.260
C 0.090 -8.982 -7.144
O -7.708 9.363 0.484
H 1.331 -5.832 -5.255
H -6.070 7.446 9.110
H -6.187 8.856 8.142
H 8.132 -3.613 6.055
H 5.280 7.055 3.763
O 1.638 -2.850 1.126
H 4.300 8.497 5.465
H 2.050 10.140 -1.307
H 7.003 -1.557 -2.340
H 6.827 -3.476 4.848
H 5.895 -2.817 -1.773
C 0.584 -6.557 -5.576
C -6.639 1.172 -7.259
H 3.703 6.439 4.207
H -5.775 3.174 -6.928
H 0.817 -9.927 -5.357
H -2.506 6.574 8.183
C -3.590 6.465 8.214
H -6.986 8.963 -1.484
C -6.632 -6.983 -4.254
H 6.287 8.278 7.183
C -9.027 9.385 -1.534
O 7.442 4.273 5.754
H -4.007 -10.014 3.948
H 6.690 5.109 2.945
H 1.298 11.698 -0.709
H 4.965 3.260 5.668
O -7.289 -6.979 -1.934
C 0.395 -6.485 -7.053
H -1.002 -9.984 -8.676
C -7.962 7.322 -0.731
C 5.509 5.172 4.761
C -0.660 -2.329 0.655
C -6.290 2.365 -6.410
H 6.705 -5.416 -1.811
H 8.920 -7.269 5.451
H 2.296 11.700 -2.126
N 6.752 5.418 5.576
C 0.743 -1.998 1.019
H -0.199 11.819 -2.487
C 7.300 -5.034 -2.641
C 4.719 7.515 5.683
H -7.388 -9.969 5.534
C -1.003 -9.922 -7.588
C 6.808 6.353 6.727
C 4.549 4.251 5.492
H -5.361 -6.990 -2.597
H -3.900 6.016 9.158
H 6.332 -2.542 -3.518
H -6.302 -4.534 -1.803
C 0.342 10.875 -2.426
C 6.686 -2.590 -2.488
H 6.348 6.645 8.776
H -5.418 -8.701 5.230
O -1.358 -1.173 0.558
H -1.985 -9.643 -7.208
H 6.692 -5.061 -3.545
H 6.577 -5.588 3.496
H 8.164 4.338 5.125
C 6.187 7.682 6.276
H -9.075 10.470 -1.440
H 5.106 4.452 2.680
O -5.708 -7.925 3.438
C -6.334 -4.940 -2.814
C -7.366 -9.401 4.604
O -1.310 3.103 1.723
H -6.086 7.220 7.361
C -5.731 7.866 8.163
C 8.242 6.604 7.101
H 8.352 7.398 7.839
C -6.312 -6.526 -2.858
H 9.028 -6.140 6.754
H 1.263 10.947 -4.427
H -0.656 -9.155 -5.077
```

The total energy comes out at -3464.775936 a.u. The frontier orbital gap is 4.464 eV.

***

(2)
Formula: C5H8O
Source: OMol25
Level of theory: wB97M-V/def2-TZVPD

Structure (XYZ):
```
14
Properties=species:S:1:pos:R:3
H -2.271 -1.264 -0.567
C -0.328 -0.488 -0.016
H 0.602 1.118 -1.236
C -1.433 -0.734 -1.029
H -1.786 0.217 -1.438
H 1.653 -0.235 -1.024
C 1.338 0.806 0.863
O -0.243 0.353 2.779
C 0.519 0.129 1.873
C 0.869 0.336 -0.514
H -1.067 -1.357 -1.850
H -0.014 -1.477 0.356
H 2.390 0.831 1.171
H -0.229 1.763 0.633
```

The total energy comes out at -270.287909 a.u. The frontier orbital gap (spin up / spin down) is 7.039 / 8.105 eV.

***

(3)
Formula: C3H15NO4
Source: OMol25
Level of theory: wB97M-V/def2-TZVPD

Structure (XYZ):
```
23
Properties=species:S:1:pos:R:3
H -0.262 1.912 0.492
C -0.234 -0.394 -1.101
H -0.667 -1.269 -1.589
N 0.802 0.170 1.110
C 0.040 1.352 1.401
C 0.117 -0.839 0.359
H 0.610 1.968 2.103
H -0.967 0.398 -1.095
H 2.919 1.998 -1.223
O 2.329 1.294 -0.892
O 2.881 -1.079 -0.640
H -0.829 -1.065 0.872
H 0.711 -1.744 0.346
H 1.667 0.447 0.588
O -2.597 0.668 0.538
H -2.823 -0.804 -0.012
H -0.890 1.070 1.913
O -2.857 -1.747 -0.361
H -3.787 -2.023 -0.360
H 3.811 -1.301 -0.618
H 2.804 -0.042 -0.798
H -3.457 1.107 0.556
H 0.677 -0.075 -1.590
```

The total energy comes out at -478.708884 a.u. The frontier orbital gap is 3.932 eV.

***

(4)
Formula: C31H24IMnN9O8
Source: OMol25
Level of theory: wB97M-V/def2-TZVPD

Structure (XYZ):
```
74
Properties=species:S:1:pos:R:3
C 0.086 3.077 1.104
C -3.449 2.061 -0.548
C 1.661 -2.399 0.129
Mn -0.487 0.389 -0.682
H -3.264 -0.309 4.265
C -0.374 3.304 -1.000
H 3.464 -0.192 -4.138
C 3.209 -0.031 -3.105
C 2.173 -4.790 -4.188
N 2.025 0.464 -2.714
N -1.267 -0.988 -2.018
C -2.408 -0.742 -2.551
H -3.039 2.569 0.318
C 1.488 -1.519 6.906
C 0.010 -0.947 3.695
C 0.454 2.508 2.425
C -0.391 4.560 -0.463
H -6.085 2.041 -2.649
H -2.770 -1.387 -3.348
C 0.472 -2.398 -1.843
N 2.519 -3.347 -0.305
N 0.709 -1.898 -0.568
H 0.709 -1.028 2.876
C -1.333 -0.631 3.453
C -2.235 -0.542 4.502
H 3.941 -5.940 -3.763
C -1.817 -0.378 2.039
O -0.673 6.865 -0.255
N 1.929 0.582 -1.389
H 1.222 0.769 -3.261
H -2.541 -0.675 6.648
O -0.754 3.719 -3.291
N -2.730 1.065 -1.033
C -3.200 0.373 -2.087
C 3.932 -0.240 -1.949
H -5.226 3.267 -0.650
H 2.109 -0.739 7.359
O 1.625 -1.479 5.491
I 5.839 -1.039 -1.779
O -3.019 -0.329 1.806
C 1.258 -3.877 -3.703
C -1.840 -0.743 5.827
C 3.354 -4.757 -2.089
C -0.664 5.912 -1.004
H -0.365 2.605 3.141
N -0.542 -1.992 -2.544
O 0.123 -1.291 7.230
H -4.731 0.164 -3.573
H 1.796 -2.499 7.280
O -0.412 1.610 -2.607
C 2.430 -3.844 -1.600
H 0.440 -3.517 -4.311
H 4.168 -5.093 -1.458
H 3.268 -3.668 0.284
N -0.075 2.393 -0.012
C -5.143 1.766 -2.193
C 1.376 -3.388 -2.402
C -0.519 -1.044 6.043
C 0.384 -1.152 4.996
O -0.878 -0.232 1.169
C 3.221 -5.227 -3.383
C -4.667 2.451 -1.084
C -4.405 0.716 -2.700
H 0.662 1.450 2.303
H 1.332 3.016 2.826
C 3.092 0.175 -0.906
H -0.054 5.160 1.517
H 3.286 0.174 0.154
C -0.529 2.857 -2.423
H 1.815 -2.050 1.145
N -0.103 4.392 0.866
O -0.883 5.980 -2.292
H 2.081 -5.168 -5.197
H -0.792 5.074 -2.738
```

The total energy comes out at -3739.336452 a.u. The frontier orbital gap (spin up / spin down) is 6.839 / 7.067 eV. The spin multiplicity is 6.

***

(5)
Formula: C33H32Br2CrN8OS2
Source: OMol25
Level of theory: wB97M-V/def2-TZVPD

Structure (XYZ):
```
79
Properties=species:S:1:pos:R:3
H -2.252 1.981 2.954
H -1.573 0.386 -2.572
H 3.052 -5.607 -0.883
C 2.517 -4.666 -2.743
H 4.180 2.178 -2.523
C 1.907 1.384 -3.729
H -2.419 -3.317 1.743
N 0.370 -0.376 1.985
N 1.899 -3.480 0.713
H -4.965 2.424 0.080
C -2.631 -2.205 -0.081
C 1.357 -2.531 -2.657
C 3.850 1.907 -1.532
C -3.459 0.078 0.482
C -1.295 3.818 2.359
H 4.919 1.855 1.679
H -5.088 -2.679 1.048
C -2.162 -3.250 0.694
C 0.945 -1.626 2.112
H 0.077 4.768 0.595
C -1.115 -4.069 -1.290
C 2.020 -3.713 -0.649
H 1.225 5.379 2.764
C -1.606 -2.951 -1.952
H -5.975 2.026 1.487
H 2.359 4.047 2.518
H -1.955 4.022 1.508
H 2.610 1.003 1.939
C 2.578 1.414 -1.302
N 0.344 0.870 -2.004
H -4.264 2.458 1.708
H -1.024 4.778 2.809
H 1.888 -3.536 -4.459
H -6.466 -0.362 1.627
C 0.176 0.177 3.152
H -1.145 0.659 -5.005
S -2.193 1.101 -0.025
C -0.595 0.675 -2.936
H 2.345 5.424 1.405
C 2.584 -4.762 -1.369
C -4.979 1.955 1.061
Br 1.328 1.390 -6.498
N -3.548 -1.268 0.500
H -2.915 3.438 3.707
C -5.471 -0.514 1.251
C 4.712 2.067 -0.456
S 0.669 -0.775 4.467
C 0.708 4.052 1.131
C 1.585 1.223 -2.394
H -0.236 1.169 3.261
C -4.799 -1.646 0.976
C 1.171 -2.008 3.395
H 1.218 3.449 0.378
H -1.375 2.808 4.268
N -4.634 0.544 0.943
C 2.992 1.255 0.958
O -0.120 3.160 1.882
N 0.930 -1.753 -0.290
C 1.412 -2.616 -1.265
C -1.994 2.953 3.380
Br 6.434 2.734 -0.728
N 2.153 1.092 -0.067
H 1.606 -2.923 3.761
C 4.278 1.735 0.818
Cr 0.125 0.362 0.015
C -1.392 -4.216 0.058
H 2.942 -5.454 -3.349
H -0.531 -4.802 -1.830
C 0.923 1.182 -4.687
H -1.393 -2.796 -3.003
H 0.884 -1.690 -3.148
H 2.260 -4.063 1.450
C 1.716 4.767 2.008
N -2.363 -2.029 -1.363
C -0.354 0.823 -4.288
H -1.028 -5.074 0.609
H 2.905 1.654 -4.038
C 1.914 -3.565 -3.378
C 1.249 -2.303 0.858
```

The total energy comes out at -8778.570950 a.u. The frontier orbital gap (spin up / spin down) is 7.420 / 7.545 eV. The spin multiplicity is 5. The net charge is +2.

***

(6)
Formula: C34H39LuN5O
Source: OMol25
Level of theory: wB97M-V/def2-TZVPD

Structure (XYZ):
```
80
Properties=species:S:1:pos:R:3
H -0.978 -2.221 -3.440
C 3.323 1.316 -3.977
C 3.499 -1.588 -1.008
C 1.048 1.899 -4.740
H -1.629 2.089 2.980
C 1.856 1.022 -4.007
C -5.430 -0.682 3.034
C 3.226 2.131 -0.347
C -1.653 -0.880 2.708
C -0.338 1.763 -4.788
H 3.761 0.851 3.443
H 4.406 -1.973 -0.574
C 1.227 -0.044 -3.322
C 1.106 1.524 2.680
H 4.364 0.728 1.764
C -0.876 -1.372 -2.747
H 1.524 2.723 -5.276
H -2.621 -4.246 2.834
H -0.910 2.785 -0.680
O -6.410 -0.633 2.298
H -2.717 -5.362 0.642
C 3.253 -1.206 -2.291
H 3.836 0.963 -3.079
H 1.800 -2.357 2.962
N -5.539 -0.845 4.394
H 0.605 2.593 -1.575
C 0.401 -4.005 0.476
H -2.990 -1.286 4.316
H -0.762 -1.148 3.285
C -1.811 -4.826 0.910
C 0.174 2.178 1.818
C -0.176 -0.220 -3.388
H -2.016 0.569 -4.154
C 3.503 0.552 2.418
C 1.373 -0.936 -1.088
H 3.883 -1.226 -3.163
C -0.934 0.697 -4.114
H 0.305 4.082 -0.653
C -1.157 2.710 2.210
H 1.170 2.014 4.766
H 3.937 2.883 0.034
H 3.807 1.222 -0.548
H -1.530 2.225 -6.512
C 1.241 -2.247 2.027
N 2.345 -1.384 -0.244
H -2.340 0.035 -0.409
H -1.886 -1.065 -2.454
H 3.462 2.405 -4.032
C -2.540 -0.248 0.630
C -2.919 -0.957 3.278
H -0.159 0.934 4.312
H -2.076 3.014 -5.026
C 0.892 1.175 4.110
H 3.833 0.891 -4.855
H 3.305 -0.537 2.429
C 0.794 2.358 0.547
N 1.906 -0.794 -2.339
H -6.471 -0.785 4.772
H 2.825 2.501 -1.297
N -0.705 -3.506 2.593
H -1.079 3.732 2.614
H -4.674 -0.072 0.497
H -0.618 3.601 -5.863
C 0.369 -3.297 1.743
H 1.300 -3.861 -0.126
C 2.141 1.888 0.638
H -4.779 -0.617 5.019
C 2.322 1.321 1.944
H -0.709 -5.211 -0.929
C -3.830 -0.302 1.148
C -4.036 -0.638 2.498
H -1.834 2.745 1.349
C -1.748 -4.185 2.169
Lu 0.802 -0.339 0.980
C 0.170 2.988 -0.646
H -0.370 -1.742 -1.840
C -1.184 2.706 -5.587
N -1.459 -0.552 1.404
H 1.500 0.307 4.396
C -0.704 -4.727 0.052
```

The total energy comes out at -2903.570970 a.u. The frontier orbital gap (spin up / spin down) is 6.707 / 4.166 eV. The net charge is -1.

***

(7)
Formula: C3H3NO3
Source: OMol25
Level of theory: wB97M-V/def2-TZVPD

Structure (XYZ):
```
10
Properties=species:S:1:pos:R:3
H 0.580 -2.160 -1.790
H 1.881 1.450 -0.086
O -0.024 -1.677 -1.219
O 0.554 2.140 1.286
C 0.108 0.151 0.016
C -1.243 -0.156 0.592
H -1.507 -1.224 0.593
C 0.923 1.348 0.450
N 0.704 -0.584 -0.848
O -1.974 0.711 1.007
```

As for the SMILES: O=CC(C=O)=NO. The total energy comes out at -396.498670 a.u. The frontier orbital gap is 9.238 eV.